[1]
Density functional theory data (the ωB97M-V functional and the def2-TZVPD basis) for a single C21H25F3N4O3 molecule.

Computed properties:
* energy above the lowest of the compared OMol25 structures with the same formula, charge and spin: 0.112 eV
* structure (SMILES): O=C(CCOc1ccccc1)Nc1ccnn1C1CCN(C(=O)CCC(F)(F)F)CC1

Positions of all 56 atoms, in Å:
1 O -1.20256 2.17843 -0.83705
2 C -2.02253 1.69638 -0.09016
3 N -1.99438 0.40514 0.34905
4 C -1.17181 -0.59738 -0.17076
5 C -1.54828 -1.80186 -0.73401
6 C -0.33909 -2.42448 -1.05263
7 N 0.68461 -1.66893 -0.70972
8 N 0.18160 -0.56057 -0.16571
9 C 1.03204 0.47902 0.37036
10 C 2.04142 -0.09430 1.37444
11 H 1.53215 -0.75596 2.07701
12 H 2.46922 0.73997 1.93401
13 C 3.16413 -0.86777 0.67347
14 N 3.80092 -0.02692 -0.31142
15 C 5.01965 0.53841 -0.24546
16 O 5.40205 1.36344 -1.05476
17 C 5.92720 0.09217 0.91025
18 H 5.54268 0.52676 1.83444
19 H 5.91539 -0.99391 1.00404
20 C 7.35666 0.57927 0.66649
21 C 8.17724 -0.48409 -0.02896
22 F 8.35256 -1.57242 0.75170
23 F 7.62707 -0.93193 -1.16185
24 F 9.40958 -0.05108 -0.33840
25 H 7.32342 1.45624 0.01247
26 H 7.87044 0.82857 1.59485
27 C 2.87623 0.38957 -1.35020
28 C 1.76503 1.23938 -0.74216
29 H 2.19767 2.14355 -0.31123
30 H 1.04807 1.53875 -1.50544
31 H 3.43591 0.96368 -2.08883
32 H 2.45415 -0.50564 -1.81394
33 H 3.87715 -1.22506 1.41338
34 H 2.72402 -1.72449 0.15346
35 H 0.36717 1.17302 0.89393
36 H -0.17674 -3.37771 -1.51439
37 H -2.54426 -2.16176 -0.89089
38 H -2.85432 0.07322 0.77375
39 C -3.19261 2.48289 0.48657
40 C -4.53441 1.93107 0.00085
41 O -4.74734 0.67823 0.62317
42 C -5.80843 -0.09326 0.22779
43 C -5.86199 -1.37150 0.78207
44 C -6.89261 -2.22748 0.45291
45 C -7.87946 -1.82393 -0.43287
46 C -7.82564 -0.55640 -0.98099
47 C -6.79696 0.31412 -0.65738
48 H -6.78120 1.29989 -1.09484
49 H -8.59078 -0.23148 -1.67011
50 H -8.68433 -2.49424 -0.69179
51 H -6.92435 -3.21509 0.88776
52 H -5.08772 -1.67178 1.47166
53 H -5.33874 2.62718 0.27328
54 H -4.51863 1.81728 -1.09125
55 H -3.09347 3.51986 0.16752
56 H -3.16280 2.43594 1.57656

=====

[2]
Density functional theory data (the ωB97M-V functional and the def2-TZVPD basis) for a molecular structure, C41H31Cl2N5O3S2Tc in a non-equilibrium geometry.

Computed properties:
* 2S+1: 4
* energy above the lowest of the compared OMol25 structures with the same formula, charge and spin: 0.252 eV
* total charge: +2

Positions of all 85 atoms, in Å:
1 Tc -0.01611 0.80352 -0.43285
2 N 7.02579 0.85392 7.05145
3 C 6.24349 0.87982 6.21745
4 C 5.28359 0.91282 5.17585
5 C 5.13739 -0.19218 4.33695
6 C 4.20939 -0.15628 3.31685
7 C 3.40509 0.96762 3.14055
8 C 3.54789 2.06532 3.98595
9 C 4.49309 2.04732 4.99215
10 C 2.39149 0.96122 2.06855
11 C 1.04749 0.96032 2.44925
12 C 0.52699 1.05022 3.76115
13 C -0.85491 1.05112 3.64445
14 C -1.13841 0.93872 2.28705
15 N -0.01641 0.87962 1.55555
16 C 2.84359 0.97692 0.74725
17 C 4.18679 1.10822 0.32325
18 C 4.16439 1.21682 -1.05345
19 C 2.82279 1.14362 -1.43295
20 N 2.01989 0.99572 -0.37315
21 H 5.74489 -1.06968 4.49225
22 H 4.08369 -1.00608 2.66245
23 H 2.93439 2.93952 3.83285
24 H 4.61819 2.90082 5.63985
25 H 1.10399 1.11332 4.66295
26 H -1.57481 1.13352 4.43225
27 H -2.10181 0.87372 1.81565
28 H 5.05169 1.13302 0.95585
29 H 5.00429 1.34812 -1.70515
30 H 2.42979 1.19912 -2.43125
31 Cl -0.13441 5.25102 -6.28475
32 C -0.15871 3.98702 -5.12825
33 C -0.15171 2.64982 -5.56155
34 C -0.15911 1.63032 -4.64455
35 Cl -0.14501 -0.01278 -5.15715
36 C -0.15791 1.88202 -3.23655
37 O -0.10291 0.90222 -2.42265
38 C -0.20771 3.25792 -2.81775
39 C -0.28481 3.60362 -1.43175
40 O -0.26561 2.82292 -0.46835
41 C -0.20191 4.28062 -3.77875
42 H -0.14051 2.42762 -6.61705
43 H -0.38011 4.67452 -1.20795
44 H -0.22391 5.31012 -3.45635
45 C -8.79831 1.38092 0.43825
46 C -7.35941 1.40802 0.04645
47 C -6.82741 2.46762 -0.68485
48 C -5.50621 2.45252 -1.09525
49 C -4.70191 1.36752 -0.78075
50 C -5.19531 0.31702 -0.02455
51 C -6.51591 0.34692 0.38325
52 S -3.04141 1.34722 -1.48125
53 C -3.40741 0.15222 -2.81165
54 O -2.19301 0.54292 -0.50265
55 H -9.29091 2.32342 0.21815
56 H -8.91281 1.15642 1.49675
57 H -9.30531 0.59252 -0.11645
58 H -7.44681 3.31172 -0.94515
59 H -5.10391 3.26552 -1.68085
60 H -4.55141 -0.51508 0.22805
61 H -6.89981 -0.47648 0.96565
62 H -3.98801 -0.67098 -2.40995
63 H -2.46791 -0.20458 -3.22365
64 H -3.97751 0.67772 -3.57185
65 S 0.06499 -5.83598 -0.76585
66 C 0.11919 -4.05748 -0.64745
67 C 0.25299 -3.27758 -1.78925
68 C 0.28369 -1.90358 -1.66285
69 N 0.17289 -1.26878 -0.48805
70 C 0.06009 -2.02968 0.61025
71 C 0.03509 -3.40828 0.57885
72 C 1.82889 -6.03128 -0.42205
73 C 2.30469 -6.08368 0.87575
74 C 3.68009 -6.20968 1.04505
75 N 4.50329 -6.27368 0.02335
76 C 4.05519 -6.23758 -1.20855
77 C 2.69929 -6.11148 -1.49595
78 H 0.32799 -3.73588 -2.76245
79 H 0.39779 -1.28208 -2.54075
80 H -0.02141 -1.51588 1.55745
81 H -0.07461 -3.96308 1.49595
82 H 1.64239 -6.04498 1.72585
83 H 4.12099 -6.26688 2.02995
84 H 4.78889 -6.31408 -1.99845
85 H 2.34469 -6.08808 -2.51395

=====

[3]
Density functional theory data (the ωB97M-V functional and the def2-TZVPD basis) for a molecular structure, C55H72As2BrN3O7P2W in a non-equilibrium geometry.

Computed properties:
* energy above the lowest of the compared OMol25 structures with the same formula, charge and spin: 0.346 eV
* total charge: +4

Positions of all 143 atoms, in Å:
1 W 0.21810 0.49078 -0.12696
2 N 0.29216 2.01989 -2.16078
3 C -0.77525 2.98800 -2.05632
4 C -0.88180 4.05206 -2.90134
5 C -1.96518 4.95243 -2.79971
6 C -2.91942 4.74928 -1.84843
7 C -2.82377 3.65048 -0.95939
8 C -3.79570 3.39225 0.02467
9 C -3.64733 2.29335 0.81682
10 C -2.52846 1.47334 0.64999
11 N -1.58422 1.67247 -0.24487
12 C -1.72973 2.76370 -1.06347
13 H 1.12829 2.54322 -2.39466
14 H 0.08688 1.41848 -2.95216
15 H -0.13170 4.19863 -3.67309
16 H -2.04170 5.78807 -3.48326
17 H -3.76929 5.41767 -1.76197
18 H -4.64345 4.06133 0.14213
19 H -4.36861 2.04513 1.58638
20 H -2.40701 0.61704 1.28376
21 C 2.73619 5.49207 1.67996
22 C 2.45508 4.05479 1.32952
23 C 3.32644 3.01572 1.70173
24 C 3.09502 1.69603 1.34465
25 C 1.96356 1.47988 0.59602
26 Br 1.54462 -1.62745 0.53649
27 N 1.15465 2.42167 0.29632
28 C 1.32890 3.70465 0.60484
29 H 3.07266 5.58162 2.71313
30 H 1.85895 6.12339 1.54296
31 H 3.53583 5.88224 1.04756
32 H 4.21121 3.25469 2.28548
33 H 3.76884 0.89285 1.61045
34 H 0.58474 4.42690 0.28231
35 C -2.13040 -4.50263 3.19847
36 C -1.22719 -4.48481 1.99176
37 C -1.65255 -5.45418 0.90666
38 O -1.16886 -3.05864 1.49949
39 P -1.71103 -2.42283 0.20797
40 O -1.39903 -0.93670 0.14840
41 C -0.95643 -3.11983 -1.27429
42 P -0.74800 -1.81094 -2.48531
43 O -0.17546 -0.50914 -1.90498
44 O -2.19138 -1.65621 -3.02630
45 C -2.58941 -0.76190 -4.15814
46 C -3.50521 -1.55778 -5.05125
47 C -3.23614 0.46591 -3.56249
48 O 0.24805 -2.18228 -3.61024
49 C 0.09738 -3.21360 -4.70093
50 C 1.32174 -3.05101 -5.56147
51 C -0.05362 -4.60215 -4.12461
52 O -3.22204 -2.69375 0.09479
53 C -4.35006 -1.73763 -0.10710
54 C -5.01328 -1.52191 1.23042
55 C -5.25079 -2.35408 -1.14559
56 H -2.12108 -5.50390 3.63119
57 H -3.15921 -4.26235 2.91397
58 H -1.79527 -3.80129 3.96330
59 H -0.19652 -4.67396 2.27807
60 H -2.62394 -5.18043 0.48454
61 H -1.76216 -6.44295 1.35135
62 H -0.90985 -5.53817 0.11046
63 H -1.63438 -3.85173 -1.71760
64 H -0.00343 -3.59322 -1.04861
65 H -1.67419 -0.49855 -4.69364
66 H -4.41814 -1.83090 -4.51985
67 H -3.02576 -2.46513 -5.41951
68 H -3.78227 -0.94879 -5.91448
69 H -4.19704 0.20671 -3.11186
70 H -3.41735 1.20101 -4.34877
71 H -2.59760 0.91398 -2.79963
72 H -0.79616 -2.92933 -5.25585
73 H 2.22356 -3.28653 -4.99055
74 H 1.39796 -2.03760 -5.95934
75 H 1.25942 -3.73907 -6.40500
76 H 0.74781 -4.82058 -3.41279
77 H 0.02024 -5.32573 -4.93776
78 H -1.02505 -4.75512 -3.65053
79 H -3.90382 -0.81091 -0.47348
80 H -5.35875 -2.47358 1.63902
81 H -5.88309 -0.87359 1.10535
82 H -4.33090 -1.05371 1.94622
83 H -5.64282 -3.30749 -0.78737
84 H -4.71293 -2.52538 -2.07798
85 H -6.09529 -1.69118 -1.33918
86 O -0.11295 0.51973 1.73201
87 As 0.19049 0.80514 3.43517
88 C 1.62229 -0.24235 4.05003
89 C 1.34346 -1.58013 4.31600
90 C 2.35132 -2.38096 4.82531
91 C 3.61270 -1.84389 5.06820
92 C 3.87361 -0.50212 4.81310
93 C 2.87483 0.31175 4.30158
94 C 0.36398 2.67472 3.69262
95 C -0.49003 3.50425 2.96835
96 C -0.53119 4.85927 3.26211
97 C 0.27440 5.37697 4.27359
98 C 1.11772 4.54208 4.99437
99 C 1.16196 3.18293 4.71459
100 C -1.40654 0.32974 4.32930
101 C -1.68469 1.01608 5.50708
102 C -2.81687 0.67567 6.23159
103 C -3.65805 -0.33266 5.77569
104 C -3.37220 -1.00673 4.59367
105 C -2.24006 -0.67967 3.86062
106 H 0.35521 -1.98816 4.13744
107 H 2.15392 -3.42134 5.05155
108 H 4.39544 -2.47453 5.47201
109 H 4.85194 -0.08883 5.02425
110 H 3.06887 1.35961 4.11850
111 H -1.12811 3.09721 2.19539
112 H -1.20682 5.51025 2.71973
113 H 0.22830 6.43224 4.51412
114 H 1.72942 4.94566 5.79172
115 H 1.79218 2.53500 5.30844
116 H -1.03365 1.80258 5.86425
117 H -3.04127 1.19533 7.15448
118 H -4.53760 -0.59869 6.34936
119 H -4.02902 -1.79908 4.25554
120 H -2.00434 -1.20889 2.94837
121 C 2.16604 0.45728 -3.75907
122 As 2.50178 0.29359 -1.85702
123 C 3.79323 1.73560 -1.73758
124 C 3.70528 -1.27951 -1.80906
125 C 4.96568 -1.01968 -2.56089
126 C 6.08017 -0.50696 -1.90420
127 C 7.29153 -0.37622 -2.56500
128 C 7.39530 -0.73517 -3.90114
129 C 6.29369 -1.24953 -4.56597
130 C 5.08410 -1.38627 -3.89791
131 H 3.02125 -0.00261 -4.24407
132 H 2.12600 1.50570 -4.04448
133 H 1.25511 -0.05761 -4.05728
134 H 4.37114 1.71067 -2.65602
135 H 4.45708 1.58971 -0.89335
136 H 3.29906 2.70493 -1.63644
137 H 3.11135 -2.08134 -2.24504
138 H 3.87174 -1.50071 -0.76349
139 H 6.01070 -0.24206 -0.85224
140 H 8.15976 -0.00325 -2.03795
141 H 8.33791 -0.62078 -4.42035
142 H 6.38028 -1.55465 -5.60152
143 H 4.23539 -1.83041 -4.41375

=====

[4]
Density functional theory data (the ωB97M-V functional and the def2-TZVPD basis) for 2 unconnected molecules or ions with the total composition C5H11O2 in a non-equilibrium geometry.

Computed properties:
* energy above the lowest of the compared OMol25 structures with the same formula, charge and spin: 0.497 eV
* total charge: -1

Positions of all 18 atoms, in Å:
1 C -0.33192 1.05144 1.33014
2 C 1.11457 0.55441 1.48482
3 C -1.35722 0.34569 2.22808
4 H -0.66690 0.94652 0.30338
5 H -0.28625 2.10280 1.62129
6 H 1.70691 1.09917 0.74710
7 H 1.52778 0.87163 2.44443
8 H -2.01720 1.06793 2.71823
9 H 1.12035 -0.52350 1.33539
10 H -0.85415 -0.05256 3.12166
11 H -1.87017 -0.46347 1.72494
12 C 0.81641 -0.82519 -2.39788
13 C -0.49793 -1.15679 -3.19640
14 O -0.54380 -2.34974 -3.59702
15 O -1.30355 -0.22657 -3.32875
16 H 1.19987 -1.79746 -2.07223
17 H 0.61574 -0.25316 -1.49081
18 H 1.62745 -0.39114 -2.97637